# C4H5NO

A single C4H5NO molecule at a distorted geometry (the ωB97M-V functional and the def2-TZVPD basis, OMol25).

Each atom is followed by the atoms it is bonded to, with distances in Å.
Geometry (Å):
1 C -1.5937 0.0156 -0.3710  C2 1.554, H7 1.086, H8 1.098, H9 1.097
2 C -0.0859 0.0069 0.0038  C1 1.554, C3 1.586, H10 1.091, H11 1.090
3 C 0.9951 -0.1364 1.1554  C2 1.586, O4 1.195, C5 1.510
4 O 1.0804 -0.3296 2.3319  C3 1.195
5 C 2.2084 0.0185 0.2704  C3 1.510, N6 1.157
6 N 2.7635 0.1471 -0.7372  C5 1.157
7 H -2.3731 -0.1441 0.3688  C1 1.086
8 H -1.7152 -0.7444 -1.1541  C1 1.098
9 H -1.7706 0.9758 -0.8709  C1 1.097
10 H 0.2744 0.9614 -0.3837  C2 1.091
11 H 0.3173 -0.7998 -0.6076  C2 1.090

Output
HOMO-LUMO gap = 0.407 hartree
SMILES = CCC(=O)C#N
energy above the lowest of the compared OMol25 structures with the same formula, charge and spin = 51.6 kcal/mol
HOMO level = -11.1 eV

***

# C24H96N48O24

24 unconnected molecules or ions with the total composition C24H96N48O24 at a distorted geometry (the ωB97M-V functional and the def2-TZVPD basis, OMol25).

Each atom is followed by the atoms it is bonded to, with distances in Å.
Geometry (Å):
1 C -26.9576 -5.8292 7.1995  O2 1.219, N3 1.284, N4 1.359
2 O -25.8108 -5.4588 7.0182  C1 1.219
3 N -27.6638 -5.6665 8.2597  C1 1.284, H5 1.010, H6 1.010
4 N -27.5435 -6.5745 6.2262  C1 1.359, H7 1.010, H8 1.010
5 H -27.2517 -5.2112 9.0616  N3 1.010
6 H -28.5000 -6.2307 8.3099  N3 1.010
7 H -28.5256 -6.7741 6.3520  N4 1.010
8 H -26.9156 -6.9943 5.5557  N4 1.010
9 C -23.8477 -1.9389 18.9971  O10 1.254, N11 1.366, N12 1.325
10 O -22.6359 -1.9614 18.6738  C9 1.254
11 N -24.7452 -2.6965 18.2990  C9 1.366, H13 1.010, H14 1.010
12 N -24.3860 -1.2042 19.9593  C9 1.325, H15 1.010, H16 1.010
13 H -24.3694 -3.2145 17.5177  N11 1.010
14 H -25.7071 -2.8416 18.5709  N11 1.010
15 H -23.7826 -0.5767 20.4715  N12 1.010
16 H -25.3900 -1.1245 20.0351  N12 1.010
17 C -27.9157 -1.4909 6.8580  O18 1.177, N19 1.257, N20 1.328
18 O -26.9786 -0.9900 7.3633  C17 1.177
19 N -28.0245 -2.7087 6.5667  C17 1.257, H21 1.010, H22 1.010
20 N -28.9170 -0.7787 6.3534  C17 1.328, H23 1.010, H24 1.010
21 H -28.8847 -3.0123 6.1330  N19 1.010
22 H -27.3595 -3.3114 7.0299  N19 1.010
23 H -29.6837 -1.3364 6.0051  N20 1.010
24 H -28.9054 0.2311 6.3359  N20 1.010
25 C -31.8391 -4.0229 8.7144  O26 1.239, N27 1.254, N28 1.264
26 O -30.6933 -4.2027 9.1493  C25 1.239
27 N -32.5334 -2.9875 8.8448  C25 1.254, H29 1.010, H30 1.010
28 N -32.4680 -4.8513 7.9969  C25 1.264, H31 1.010, H32 1.010
29 H -32.1005 -2.5130 9.6242  N27 1.010
30 H -33.5176 -3.1770 8.7199  N27 1.010
31 H -33.3757 -4.4665 7.7772  N28 1.010
32 H -32.1156 -5.7715 7.7753  N28 1.010
33 C -30.1795 -0.4035 15.1146  O34 1.207, N35 1.293, N36 1.278
34 O -31.0415 -0.0101 15.8618  C33 1.207
35 N -29.9710 -1.6124 14.7045  C33 1.293, H37 1.010, H38 1.010
36 N -29.2180 0.3323 14.7071  C33 1.278, H39 1.010, H40 1.010
37 H -29.1600 -1.8317 14.1439  N35 1.010
38 H -30.6818 -2.2499 15.0338  N35 1.010
39 H -29.4540 1.3064 14.8322  N36 1.010
40 H -28.4879 0.0810 14.0559  N36 1.010
41 C -25.4161 1.1602 12.8032  O42 1.223, N43 1.309, N44 1.283
42 O -25.9245 1.5403 13.8487  C41 1.223
43 N -26.0125 0.7942 11.6967  C41 1.309, H45 1.010, H46 1.010
44 N -24.1505 1.0967 12.6007  C41 1.283, H47 1.010, H48 1.010
45 H -25.3870 0.4683 10.9738  N43 1.010
46 H -27.0075 0.6218 11.6741  N43 1.010
47 H -23.5699 1.4547 13.3455  N44 1.010
48 H -23.7718 0.6798 11.7623  N44 1.010
49 C -20.8898 -5.2431 17.7470  O50 1.207, N51 1.248, N52 1.312
50 O -20.8334 -6.4358 17.5715  C49 1.207
51 N -19.8201 -4.6046 17.8123  C49 1.248, H53 1.010, H54 1.010
52 N -22.0063 -4.5635 17.8649  C49 1.312, H55 1.010, H56 1.010
53 H -19.8398 -3.6064 17.9650  N51 1.010
54 H -18.9657 -5.1329 17.9174  N51 1.010
55 H -22.0441 -3.5923 18.1394  N52 1.010
56 H -22.7800 -4.9492 17.3427  N52 1.010
57 C -24.4491 -8.1992 11.1332  O58 1.207, N59 1.348, N60 1.365
58 O -24.3034 -7.8866 9.9769  C57 1.207
59 N -25.4889 -8.9615 11.5254  C57 1.348, H61 1.010, H62 1.010
60 N -23.6506 -7.9462 12.2106  C57 1.365, H63 1.010, H64 1.010
61 H -26.2087 -9.1896 10.8546  N59 1.010
62 H -25.4916 -9.3873 12.4412  N59 1.010
63 H -22.7795 -7.4930 11.9742  N60 1.010
64 H -23.7925 -8.1763 13.1837  N60 1.010
65 C -21.7719 -5.2114 9.5863  O66 1.230, N67 1.339, N68 1.242
66 O -21.1485 -5.5981 10.5740  C65 1.230
67 N -22.9094 -5.6520 9.0340  C65 1.339, H69 1.010, H70 1.010
68 N -21.3224 -4.4178 8.7434  C65 1.242, H71 1.010, H72 1.010
69 H -23.3087 -6.5131 9.3793  N67 1.010
70 H -23.3217 -5.0688 8.3198  N67 1.010
71 H -20.4268 -3.9956 8.9429  N68 1.010
72 H -21.7916 -4.3210 7.8543  N68 1.010
73 C -21.0369 -0.3100 16.5446  O74 1.234, N75 1.343, N76 1.383
74 O -19.9372 -0.8278 16.7563  C73 1.234
75 N -21.1871 0.9898 16.8460  C73 1.343, H77 1.010, H78 1.010
76 N -22.0889 -1.0058 15.9767  C73 1.383, H79 1.010, H80 1.010
77 H -20.5381 1.6684 17.2181  N75 1.010
78 H -22.0486 1.4665 16.6208  N75 1.010
79 H -22.9080 -0.5912 16.3979  N76 1.010
80 H -22.0014 -2.0119 15.9612  N76 1.010
81 C -24.3599 -7.4780 4.6777  O82 1.232, N83 1.329, N84 1.286
82 O -25.0856 -8.2915 5.2510  C81 1.232
83 N -24.2339 -7.3387 3.3623  C81 1.329, H85 1.010, H86 1.010
84 N -23.8121 -6.4934 5.2978  C81 1.286, H87 1.010, H88 1.010
85 H -24.7761 -7.9385 2.7570  N83 1.010
86 H -23.7230 -6.5270 3.0457  N83 1.010
87 H -24.2426 -6.3681 6.2028  N84 1.010
88 H -23.4437 -5.7457 4.7274  N84 1.010
89 C -29.1279 -5.9309 12.4154  O90 1.192, N91 1.310, N92 1.323
90 O -30.1283 -6.5778 12.3830  C89 1.192
91 N -29.0712 -4.7975 13.0693  C89 1.310, H93 1.010, H94 1.010
92 N -28.0558 -6.2360 11.7026  C89 1.323, H95 1.010, H96 1.010
93 H -28.1735 -4.3391 13.1347  N91 1.010
94 H -29.8083 -4.4732 13.6788  N91 1.010
95 H -28.0292 -7.1702 11.3198  N92 1.010
96 H -27.4432 -5.4672 11.4708  N92 1.010
97 C -27.4813 -8.9171 14.6298  O98 1.199, N99 1.239, N100 1.340
98 O -26.4395 -9.4357 14.3403  C97 1.199
99 N -28.3583 -8.6082 13.8106  C97 1.239, H101 1.010, H102 1.010
100 N -27.8208 -8.5412 15.8707  C97 1.340, H103 1.010, H104 1.010
101 H -28.0896 -8.5074 12.8422  N99 1.010
102 H -29.2124 -8.2483 14.2119  N99 1.010
103 H -28.7442 -8.1787 16.0604  N100 1.010
104 H -27.2452 -8.8190 16.6528  N100 1.010
105 C -20.0180 -0.8638 6.6324  O106 1.220, N107 1.284, N108 1.300
106 O -20.8021 -0.4224 5.8092  C105 1.220
107 N -20.0553 -2.0624 7.0921  C105 1.284, H109 1.010, H110 1.010
108 N -19.0268 -0.1667 7.1026  C105 1.300, H111 1.010, H112 1.010
109 H -19.3633 -2.3801 7.7556  N107 1.010
110 H -20.7412 -2.6507 6.6409  N107 1.010
111 H -18.5016 -0.5014 7.8976  N108 1.010
112 H -19.1821 0.8301 7.0545  N108 1.010
113 C -29.0576 -1.0449 11.1506  O114 1.181, N115 1.298, N116 1.297
114 O -29.2142 0.0263 11.6224  C113 1.181
115 N -28.2301 -1.3578 10.2002  C113 1.298, H117 1.010, H118 1.010
116 N -29.7865 -1.9559 11.7183  C113 1.297, H119 1.010, H120 1.010
117 H -27.9166 -2.3177 10.2223  N115 1.010
118 H -27.5592 -0.7450 9.7592  N115 1.010
119 H -30.2862 -1.6246 12.5310  N116 1.010
120 H -29.4792 -2.9174 11.6830  N116 1.010
121 C -23.5153 -2.9467 6.0750  O122 1.188, N123 1.384, N124 1.289
122 O -22.7933 -3.7673 6.5405  C121 1.188
123 N -23.1245 -1.6946 5.6329  C121 1.384, H125 1.010, H126 1.010
124 N -24.7413 -3.1982 5.7667  C121 1.289, H127 1.010, H128 1.010
125 H -22.2056 -1.2889 5.7384  N123 1.010
126 H -23.8946 -1.1317 5.3009  N123 1.010
127 H -25.2462 -4.0261 6.0489  N124 1.010
128 H -25.3032 -2.3679 5.6439  N124 1.010
129 C -20.0708 -4.8038 14.1284  O130 1.240, N131 1.307, N132 1.279
130 O -20.0947 -3.9036 14.9812  C129 1.240
131 N -20.5593 -5.9639 14.4815  C129 1.307, H133 1.010, H134 1.010
132 N -19.6053 -4.6787 12.9435  C129 1.279, H135 1.010, H136 1.010
133 H -20.8093 -5.9998 15.4594  N131 1.010
134 H -20.2246 -6.8049 14.0335  N131 1.010
135 H -19.2187 -3.7772 12.7030  N132 1.010
136 H -20.1219 -4.9415 12.1163  N132 1.010
137 C -18.7816 -8.0197 10.0456  O138 1.207, N139 1.325, N140 1.234
138 O -18.0445 -8.9688 9.9321  C137 1.207
139 N -19.2970 -7.3475 9.0270  C137 1.325, H141 1.010, H142 1.010
140 N -19.1461 -7.6930 11.1785  C137 1.234, H143 1.010, H144 1.010
141 H -20.0112 -6.7139 9.3566  N139 1.010
142 H -19.1565 -7.5891 8.0564  N139 1.010
143 H -19.7012 -6.8528 11.2556  N140 1.010
144 H -18.8580 -8.2469 11.9725  N140 1.010
145 C -23.2508 0.7336 8.7711  O146 1.202, N147 1.336, N148 1.293
146 O -24.0039 1.1329 9.6192  C145 1.202
147 N -22.5321 -0.3718 8.9882  C145 1.336, H149 1.010, H150 1.010
148 N -23.0985 1.2621 7.6013  C145 1.293, H151 1.010, H152 1.010
149 H -22.0568 -0.8305 8.2242  N147 1.010
150 H -22.7096 -0.7761 9.8965  N147 1.010
151 H -22.3130 0.9147 7.0700  N148 1.010
152 H -23.6539 2.0811 7.3989  N148 1.010
153 C -25.2374 -5.8438 15.5804  O154 1.225, N155 1.333, N156 1.297
154 O -24.4965 -4.8712 15.6586  C153 1.225
155 N -24.9725 -7.0981 15.9451  C153 1.333, H157 1.010, H158 1.010
156 N -26.5049 -5.7874 15.3114  C153 1.297, H159 1.010, H160 1.010
157 H -25.6648 -7.8276 15.8521  N155 1.010
158 H -24.0831 -7.2353 16.4037  N155 1.010
159 H -26.9144 -4.9032 15.0458  N156 1.010
160 H -27.0049 -6.6636 15.3615  N156 1.010
161 C -26.5757 -2.1834 14.8037  O162 1.231, N163 1.324, N164 1.306
162 O -27.3914 -3.0614 14.5217  C161 1.231
163 N -25.6671 -1.7772 13.9301  C161 1.324, H165 1.010, H166 1.010
164 N -26.4509 -1.4780 15.8953  C161 1.306, H167 1.010, H168 1.010
165 H -25.0513 -1.0820 14.3269  N163 1.010
166 H -25.7736 -1.9974 12.9501  N163 1.010
167 H -25.7438 -0.7569 15.9037  N164 1.010
168 H -27.0717 -1.7402 16.6477  N164 1.010
169 C -21.9500 -1.7434 12.3318  O170 1.173, N171 1.312, N172 1.319
170 O -22.8895 -1.3965 11.7219  C169 1.173
171 N -20.7931 -1.1520 12.1516  C169 1.312, H173 1.010, H174 1.010
172 N -22.1674 -2.6950 13.2188  C169 1.319, H175 1.010, H176 1.010
173 H -20.8160 -0.3237 11.5741  N171 1.010
174 H -20.0141 -1.4282 12.7321  N171 1.010
175 H -23.1273 -2.9536 13.3973  N172 1.010
176 H -21.3837 -2.9076 13.8194  N172 1.010
177 C -25.6047 -4.0718 11.1444  O178 1.183, N179 1.305, N180 1.327
178 O -26.7710 -4.0007 11.3292  C177 1.183
179 N -25.0646 -3.9011 9.9682  C177 1.305, H181 1.010, H182 1.010
180 N -24.6657 -4.3786 12.0310  C177 1.327, H183 1.010, H184 1.010
181 H -25.6361 -3.8439 9.1374  N179 1.010
182 H -24.0558 -3.8744 9.9278  N179 1.010
183 H -24.9084 -4.5889 12.9886  N180 1.010
184 H -23.7624 -4.5823 11.6278  N180 1.010
185 C -30.6210 -4.3804 16.1569  O186 1.211, N187 1.295, N188 1.272
186 O -31.1506 -4.2922 15.0719  C185 1.211
187 N -29.3777 -4.0670 16.3361  C185 1.295, H189 1.010, H190 1.010
188 N -31.1427 -4.9312 17.1774  C185 1.272, H191 1.010, H192 1.010
189 H -28.9564 -4.3109 17.2210  N187 1.010
190 H -28.7958 -3.7520 15.5730  N187 1.010
191 H -30.4988 -5.2926 17.8665  N188 1.010
192 H -32.1164 -5.1965 17.2174  N188 1.010

Output
HOMO-LUMO gap = 0.312 hartree
energy above the lowest of the compared OMol25 structures with the same formula, charge and spin = 313.2 kcal/mol
HOMO level = -8.7 eV

***

| no. | DFT total energy (eV) |
| --- | --- |
| 1 | -7764.287 |
| 2 | -147128.442 |